Entry 1:
Formula: C15H31BrP2V
Source: the Open Molecules 2025 dataset
Level of theory: wB97M-V/def2-TZVPD

Last column: natural (NBO) charge in e.
Geometry (Å):
Br  -0.698  -3.492  3.108  -0.395
V  -1.382  -2.092  1.374  0.796
P  1.765  -0.609  -1.317  1.553
P  -0.416  2.181  0.024  0.887
C  -0.328  3.675  1.038  -0.957
C  0.829  -1.691  0.986  -0.667
C  -1.416  -0.412  -0.481  -0.467
C  -0.860  -1.815  -0.786  -0.403
C  -2.081  -0.049  0.826  -0.288
C  1.211  2.248  -0.832  -0.738
C  3.351  -0.566  -0.431  -0.973
C  -3.333  -2.680  1.355  -1.158
C  -1.601  -0.004  2.137  -0.244
C  1.473  1.132  -1.873  -0.727
C  2.138  -1.393  -2.894  -0.973
C  0.673  -1.853  -0.504  -0.485
C  -0.198  0.002  2.641  -0.453
C  -1.470  2.731  -1.365  -0.959
C  0.850  -0.325  1.549  -0.431
H  -0.062  -0.705  3.478  0.254
H  -2.137  -0.180  -1.288  0.234
H  -2.511  2.717  -1.018  0.246
H  3.546  -1.539  0.039  0.279
H  -0.554  0.267  -0.741  0.206
H  -1.223  3.689  1.671  0.246
H  1.374  -1.127  -3.631  0.253
H  -4.026  -1.983  0.865  0.178
H  -1.433  -2.629  -0.255  0.199
H  3.117  -1.043  -3.241  0.241
H  -0.323  4.551  0.370  0.206
H  -3.555  -2.747  2.436  0.215
H  3.406  0.216  0.343  0.267
H  -1.056  -2.017  -1.850  0.225
H  1.155  3.222  -1.346  0.224
H  -3.407  -3.687  0.910  0.190
H  -1.380  2.110  -2.268  0.228
H  -3.144  0.188  0.709  0.227
H  1.034  -2.828  -0.856  0.255
H  0.034  1.001  3.044  0.207
H  1.549  -2.385  1.451  0.220
H  2.028  2.306  -0.093  0.235
H  0.727  0.418  0.739  0.182
H  -1.155  3.766  -1.579  0.213
H  0.695  1.129  -2.658  0.247
H  0.574  3.668  1.666  0.242
H  2.165  -2.476  -2.753  0.255
H  1.854  -0.094  1.942  0.188
H  4.144  -0.363  -1.166  0.244
H  -2.353  0.169  2.916  0.230
H  2.410  1.399  -2.391  0.249

Cartesian forces (eV/Å) of the 6 atoms listed first:
0.23 -1.25 1.46
0.57 0.12 1.87
0.47 0.08 -0.79
0.10 0.09 0.60
0.06 0.73 -0.40
-0.01 -1.56 0.12

Values from the calculation:
Multiplicity ... 4
LUMO energy (spin up / spin down) ... -0.05 / -0.07 eV
HOMO energy (spin up / spin down) ... -5.600 / -6.048 eV
Charge ... 0
Energy relative to the best compared isomer or geometry (same formula, charge and spin) ... 57.66 kcal per mole
<S²> ... 3.77



Entry 2:
Formula: C15H31ClFeP2
Source: the Open Molecules 2025 dataset
Level of theory: wB97M-V/def2-TZVPD

Last column: natural (NBO) charge in e.
Geometry (Å):
Fe  -2.584  -2.305  0.587  0.665
Cl  -2.469  -4.422  0.417  -0.602
P  -1.257  -1.650  -0.813  0.875
P  1.063  1.411  -0.584  1.598
C  2.888  0.161  1.224  -0.376
C  -3.145  -1.887  -1.286  -0.921
C  1.401  2.217  1.278  -0.281
C  0.888  -0.989  0.586  -0.106
C  -1.182  -0.035  -1.748  -0.703
C  -0.034  -0.555  1.654  -0.494
C  0.047  1.937  0.890  -0.484
C  2.287  1.316  2.064  -0.459
C  -0.317  -2.783  -1.847  -0.986
C  2.813  1.997  -1.089  -0.936
C  -0.792  0.785  1.468  -0.405
C  0.699  3.215  -1.298  -0.993
C  0.166  0.655  -2.004  -0.768
C  1.910  -0.159  0.061  -0.645
C  -3.318  -2.226  2.396  -0.879
H  -3.571  -1.155  2.496  0.186
H  0.875  -0.033  -2.499  0.231
H  -2.513  -2.605  3.061  0.209
H  -1.705  0.612  0.856  0.201
H  -1.601  -0.303  -2.735  0.215
H  -1.152  1.100  2.466  0.221
H  1.094  3.310  -2.317  0.202
H  3.611  1.262  -0.940  0.203
H  -0.610  2.770  0.616  0.253
H  -3.242  -1.319  -2.218  0.250
H  3.011  -0.727  1.868  0.211
H  -0.807  -1.361  1.787  0.231
H  -0.509  -3.798  -1.493  0.277
H  -3.454  -2.936  -1.363  0.276
H  -0.372  3.441  -1.350  0.192
H  2.832  2.268  -2.151  0.225
H  0.751  -2.578  -1.742  0.243
H  -3.752  -1.406  -0.459  0.201
H  -4.179  -2.928  2.279  0.213
H  -1.893  0.644  -1.245  0.227
H  3.111  1.925  2.459  0.227
H  3.075  2.887  -0.501  0.227
H  1.086  -2.063  0.521  0.197
H  0.513  -0.496  2.609  0.216
H  -0.030  1.490  -2.701  0.248
H  1.784  0.916  2.955  0.213
H  1.185  3.991  -0.692  0.204
H  1.663  3.272  1.261  0.226
H  3.904  0.432  0.894  0.216
H  -0.628  -2.704  -2.891  0.225
H  2.459  -0.589  -0.785  0.234

Cartesian forces (eV/Å) of the 6 atoms listed first:
-1.77 -0.19 3.44
-0.06 -1.65 0.08
1.92 2.04 -2.08
2.01 3.04 -2.66
0.11 0.09 0.14
-0.01 -0.48 -1.22

Values from the calculation:
Multiplicity ... 5
LUMO energy (spin up / spin down) ... -0.60 / -0.33 eV
HOMO energy (spin up / spin down) ... -6.713 / -7.629 eV
Charge ... 0
Energy relative to the best compared isomer or geometry (same formula, charge and spin) ... 60.37 kcal per mole
<S²> ... 6.30



Entry 3:
Formula: C15H31ClI2NP2Ru
Source: the Open Molecules 2025 dataset
Level of theory: wB97M-V/def2-TZVPD

Last column: natural (NBO) charge in e.
Geometry (Å):
I  3.878  1.788  1.068  0.013
I  3.884  0.174  -1.218  0.042
Ru  -1.161  0.036  0.312  0.818
Cl  -2.885  -1.278  -0.579  -0.438
P  -0.569  1.596  -1.117  0.950
P  0.176  -1.430  1.284  0.954
N  -4.488  2.078  2.477  -0.337
C  -0.610  2.475  4.302  -0.155
C  -3.398  1.061  2.138  -0.278
C  -4.205  3.455  2.011  -0.426
C  -2.062  1.519  2.625  -0.008
C  1.952  -1.382  1.656  -0.946
C  -5.830  1.627  2.022  -0.414
C  -0.524  -1.801  2.942  -0.926
C  -1.694  3.036  -0.966  -0.932
C  -0.030  -3.021  0.421  -0.940
C  -1.058  0.894  -2.714  -0.950
C  -1.879  2.043  3.909  -0.239
C  0.475  2.405  3.432  -0.192
C  1.013  2.425  -1.448  -0.946
C  0.295  1.915  2.139  -0.234
C  -0.946  1.405  1.782  -0.380
H  1.112  1.872  1.422  0.232
H  0.856  3.274  -2.128  0.264
H  -4.481  2.113  3.507  0.432
H  -6.574  2.364  2.347  0.247
H  -1.837  0.145  -2.525  0.270
H  -4.129  3.467  0.920  0.231
H  -5.035  4.088  2.336  0.246
H  -1.481  3.737  -1.787  0.261
H  -2.729  2.088  4.598  0.209
H  -0.194  -2.797  3.268  0.265
H  1.722  1.716  -1.903  0.269
H  -1.517  3.538  -0.007  0.245
H  2.209  -0.452  2.174  0.258
H  -6.028  0.649  2.468  0.242
H  2.245  -2.231  2.289  0.269
H  1.467  2.789  -0.518  0.255
H  -0.187  0.424  -3.177  0.263
H  -2.743  2.717  -1.027  0.239
H  -1.430  1.696  -3.359  0.259
H  1.470  2.734  3.732  0.243
H  -5.814  1.548  0.930  0.238
H  -3.420  0.862  1.052  0.240
H  0.119  -3.854  1.120  0.260
H  -0.474  2.878  5.303  0.250
H  -3.280  3.813  2.459  0.245
H  -1.044  -3.050  0.006  0.271
H  -1.618  -1.782  2.882  0.241
H  2.533  -1.405  0.725  0.264
H  0.703  -3.081  -0.390  0.259
H  -3.715  0.143  2.655  0.245
H  -0.186  -1.049  3.666  0.252

Cartesian forces (eV/Å) of the 6 atoms listed first:
0.41 -0.71 -1.21
0.31 0.70 1.09
-1.70 -1.25 -0.04
-0.01 0.50 0.37
0.53 3.45 -3.51
2.19 -4.01 2.26

Values from the calculation:
Multiplicity ... 6
LUMO energy (spin up / spin down) ... -7.19 / -8.57 eV
HOMO energy (spin up / spin down) ... -12.698 / -14.563 eV
Charge ... +2
Energy relative to the best compared isomer or geometry (same formula, charge and spin) ... 38.50 kcal per mole
<S²> ... 8.77



Entry 4:
Formula: C15H31ClO4P2W
Source: the Open Molecules 2025 dataset
Level of theory: wB97M-V/def2-TZVPD

Last column: natural (NBO) charge in e.
Geometry (Å):
W  0.754  -2.307  1.299  1.900
Cl  -0.940  0.754  5.879  1.309
P  -0.573  -2.168  -1.182  1.048
P  0.390  1.230  -1.983  1.355
O  -0.121  -3.777  0.929  -0.623
O  0.080  -1.603  2.752  -0.622
O  -1.394  0.640  7.314  -0.590
O  -0.887  2.118  5.247  -0.706
C  -0.941  -0.059  0.267  -0.106
C  -0.725  -1.209  -2.784  -0.713
C  1.309  1.153  0.892  -0.505
C  -1.384  2.428  0.477  -0.417
C  1.006  1.452  2.398  -0.468
C  0.333  -0.155  -3.162  -0.763
C  -1.055  2.225  -2.626  -0.934
C  1.054  -2.900  -1.584  -1.015
C  -1.976  -3.309  -1.320  -0.951
C  -1.174  2.726  1.951  -0.243
C  1.787  2.261  -2.518  -0.973
C  0.454  0.218  0.066  -0.369
C  -0.075  2.483  2.685  -0.134
C  2.518  -3.063  2.324  -0.989
C  -1.974  0.990  0.263  -0.522
H  3.323  -2.330  2.146  0.244
H  -2.093  -3.875  -0.381  0.297
H  2.739  -4.061  1.900  0.266
H  1.941  1.857  2.842  0.249
H  1.884  -2.197  -1.643  0.246
H  -1.934  1.568  -2.789  0.255
H  1.306  -3.717  -0.914  0.273
H  -0.748  -2.008  -3.552  0.265
H  -1.720  -0.735  -2.754  0.245
H  2.362  0.739  0.896  0.237
H  -1.798  -3.973  -2.173  0.269
H  -2.634  0.758  1.124  0.273
H  2.094  2.917  -1.696  0.276
H  -0.482  2.524  -0.131  0.179
H  1.438  2.165  0.389  0.250
H  2.642  1.631  -2.785  0.271
H  0.927  -3.317  -2.585  0.281
H  2.299  -3.145  3.413  0.293
H  -2.108  3.119  0.047  0.246
H  -2.708  0.932  -0.584  0.265
H  0.860  0.512  2.953  0.239
H  1.131  -0.458  -0.506  0.242
H  -0.746  2.698  -3.575  0.275
H  -1.318  3.036  -1.920  0.272
H  -2.891  -2.731  -1.463  0.272
H  1.511  2.897  -3.367  0.287
H  0.092  0.292  -4.138  0.283
H  0.109  3.038  3.648  0.263
H  1.341  -0.573  -3.240  0.251
H  -2.051  3.236  2.401  0.242
H  -1.236  -0.930  0.853  0.229

Cartesian forces (eV/Å) of the 6 atoms listed first:
-2.95 -2.53 3.58
-0.58 1.03 1.40
0.57 0.59 -0.74
-0.84 0.60 -1.30
1.50 2.67 1.41
1.07 -1.35 -3.17

Values from the calculation:
Multiplicity ... 3
LUMO energy (spin up / spin down) ... -8.26 / -8.76 eV
HOMO energy (spin up / spin down) ... -14.360 / -14.530 eV
Charge ... +2
Energy relative to the best compared isomer or geometry (same formula, charge and spin) ... 66.54 kcal per mole
<S²> ... 2.05



Entry 5:
Formula: C15H31ClP2Ti
Source: the Open Molecules 2025 dataset
Level of theory: wB97M-V/def2-TZVPD

Last column: natural (NBO) charge in e.
Geometry (Å):
Ti  0.592  -0.052  -0.737  1.276
Cl  1.408  -1.848  0.238  -0.434
P  2.458  2.067  -5.095  0.833
P  -0.122  0.514  -5.971  0.833
C  1.802  3.799  -5.136  -0.942
C  4.250  2.442  -5.067  -0.950
C  -0.137  -0.922  -2.631  -0.397
C  0.757  1.516  -7.286  -0.706
C  -1.017  1.514  -2.623  -0.424
C  0.413  2.140  -2.699  -0.499
C  2.225  1.769  -6.930  -0.709
C  1.457  1.839  -1.671  -0.327
C  -1.087  0.056  -2.308  -0.312
C  2.480  -0.305  -2.714  -0.441
C  2.399  0.808  -1.708  -0.351
C  -1.779  0.420  -6.745  -0.947
C  0.558  -1.117  -6.516  -0.942
C  1.135  -0.717  -3.404  -0.514
C  -0.331  1.074  0.681  -1.153
H  -2.041  -0.296  -1.912  0.230
H  1.340  -1.648  -3.958  0.230
H  1.990  4.278  -4.167  0.232
H  0.785  1.868  -3.709  0.253
H  4.496  3.222  -5.805  0.217
H  -1.624  2.110  -1.916  0.218
H  0.975  0.063  -4.175  0.265
H  2.946  -1.208  -2.279  0.235
H  0.200  2.461  -7.395  0.223
H  2.861  0.913  -7.204  0.223
H  0.013  -1.917  -6.001  0.234
H  2.314  4.366  -5.924  0.216
H  2.608  2.658  -7.455  0.214
H  0.673  0.963  -8.235  0.216
H  -0.004  0.609  1.630  0.231
H  -2.413  -0.235  -6.130  0.237
H  -1.427  1.010  0.608  0.219
H  3.168  0.006  -3.523  0.232
H  0.282  3.238  -2.733  0.223
H  4.816  1.527  -5.293  0.234
H  0.721  3.809  -5.330  0.233
H  0.432  -1.231  -7.601  0.218
H  4.516  2.792  -4.060  0.238
H  -1.714  0.015  -7.768  0.216
H  -0.019  2.130  0.665  0.216
H  -1.489  1.695  -3.611  0.218
H  3.227  0.855  -0.999  0.238
H  1.575  2.582  -0.879  0.236
H  -0.423  -1.963  -2.468  0.244
H  1.624  -1.200  -6.267  0.232
H  -2.222  1.426  -6.774  0.234

Cartesian forces (eV/Å) of the 6 atoms listed first:
0.31 -0.23 -0.26
0.56 -1.27 0.66
0.26 0.45 -1.30
-0.04 0.38 -1.27
0.12 0.02 0.21
0.19 0.17 -0.16

Values from the calculation:
Multiplicity ... 3
LUMO energy (spin up / spin down) ... 0.53 / 0.25 eV
HOMO energy (spin up / spin down) ... -6.165 / -8.130 eV
Charge ... 0
Energy relative to the best compared isomer or geometry (same formula, charge and spin) ... 0.00 kcal per mole
<S²> ... 2.01



Entry 6:
Formula: C15H31F5N3NbO10P
Source: the Open Molecules 2025 dataset
Level of theory: wB97M-V/def2-TZVPD

Last column: natural (NBO) charge in e.
Geometry (Å):
Nb  -1.132  -1.163  -0.150  1.687
P  -1.135  -1.097  -2.790  1.741
F  0.732  -2.790  2.452  -0.326
F  -3.137  0.844  1.733  -0.315
F  2.829  -3.131  2.037  -0.366
F  2.244  -1.548  3.401  -0.343
F  -4.639  -2.075  -0.727  -0.339
O  0.938  1.115  -0.810  -0.561
O  8.053  -3.521  1.233  -0.397
O  -0.278  -2.163  -3.387  -1.134
O  -1.322  5.682  0.914  -0.542
O  -0.649  0.382  -3.347  -1.002
O  -4.529  -1.579  1.419  -0.559
O  -3.766  1.801  -0.135  -0.557
O  6.449  -3.484  -0.201  -0.362
O  0.030  4.488  -1.536  -0.558
O  -2.637  -1.188  -3.445  -1.002
N  6.890  -3.661  0.911  0.535
N  -3.212  -0.448  -0.181  -0.856
N  -1.529  -3.163  0.039  -0.893
C  1.895  -2.139  2.226  0.986
C  0.199  4.590  2.519  -0.644
C  1.072  -1.668  -0.127  -0.835
C  0.503  3.226  -1.990  -0.105
C  1.874  -1.169  1.079  -0.489
C  5.948  -4.090  1.982  -0.486
C  1.316  2.469  -0.928  -0.079
C  -1.361  4.581  -1.285  -0.088
C  -4.143  -1.361  0.309  0.967
C  -2.093  -3.936  -1.079  -0.238
C  0.000  5.624  1.419  -0.067
C  -0.338  0.962  -0.182  -0.556
C  -3.411  0.807  0.426  0.988
C  -2.802  -5.198  -0.585  -0.608
C  -1.740  4.543  0.184  -0.101
H  -0.790  -3.690  0.493  0.393
H  2.928  -1.048  0.808  0.219
H  2.373  2.473  -1.203  0.178
H  1.183  -2.753  -0.217  0.208
H  -3.687  -4.921  -0.009  0.211
H  1.507  -1.250  -1.035  0.264
H  -1.395  3.610  0.638  0.178
H  4.955  -4.175  1.561  0.247
H  0.729  5.463  0.622  0.181
H  5.982  -3.336  2.762  0.236
H  0.196  6.615  1.834  0.171
H  1.526  -0.204  1.442  0.241
H  -1.119  -0.942  1.648  -0.297
H  -1.918  3.787  -1.793  0.182
H  -0.315  2.580  -2.310  0.205
H  -1.705  5.533  -1.701  0.177
H  -1.004  0.496  -4.240  0.475
H  1.133  4.825  3.036  0.205
H  -2.831  4.525  0.229  0.198
H  -1.083  1.624  -0.647  0.185
H  -0.231  1.314  0.858  0.176
H  -1.283  -4.227  -1.749  0.203
H  1.218  2.979  0.039  0.160
H  -0.607  4.622  3.250  0.212
H  -2.150  -5.777  0.068  0.195
H  -2.518  -1.479  -4.362  0.479
H  -3.136  -5.798  -1.431  0.203
H  1.125  3.404  -2.870  0.173
H  0.314  3.578  2.131  0.209
H  6.309  -5.042  2.357  0.226
H  -2.826  -3.332  -1.611  0.212

Cartesian forces (eV/Å) of the 6 atoms listed first:
-0.68 -2.20 0.54
0.72 0.61 -0.66
0.30 0.21 -0.06
-0.07 0.02 0.15
-0.26 0.21 -0.04
-0.10 -0.13 -0.32

Values from the calculation:
LUMO energy ... 1.63 eV
HOMO energy ... -5.918 eV
Charge ... -1
Energy relative to the best compared isomer or geometry (same formula, charge and spin) ... 0.00 kcal per mole



no.,electronic energy (eV),F_max (eV/A)
1,-130359.8145,2.2
2,-81535.8587,4.5
3,-67414.3112,5.1
4,-57146.7309,5.3
5,-70270.8865,1.7
6,-65428.3278,2.4